Record 1
Molecular formula: C24H36N4PPdSb
Method: DFT, ωB97M-V/def2-TZVPD

Each line ends with the natural charge from an NBO analysis.
Geometry (Å):
C  -3.893  -3.013  0.086  -0.194
P  -1.227  -2.209  -0.061  1.256
C  2.441  -3.453  1.194  -0.151
C  1.010  -5.390  1.102  -0.196
C  1.038  -0.444  -3.005  0.063
C  3.402  1.713  -0.620  -0.956
C  0.139  -3.222  0.521  -0.432
N  -1.478  -2.592  -1.689  -0.899
H  -2.294  1.595  -1.285  0.361
H  0.134  3.834  1.043  0.237
C  -2.606  -3.084  2.134  -0.122
N  -1.903  1.444  0.649  -0.653
N  0.158  -1.008  -2.141  -0.493
H  3.768  2.678  -0.966  0.257
H  3.409  -3.014  1.394  0.224
H  -1.338  -3.125  -4.291  0.248
C  -0.660  -1.986  -2.602  0.423
Sb  1.309  1.894  -0.387  1.129
C  -2.687  -2.824  0.762  -0.453
H  -3.986  -2.770  -0.966  0.219
C  0.208  -1.737  -4.812  -0.082
C  -4.575  0.651  -1.863  -0.611
H  1.721  0.276  -2.584  0.207
H  1.343  3.024  2.067  0.254
H  1.532  -1.590  0.651  0.208
N  -2.655  1.056  -0.505  -0.517
C  -4.750  0.470  0.633  -0.639
H  -4.232  -0.381  -1.955  0.209
Pd  -0.415  -0.054  -0.418  0.541
H  3.070  -5.437  1.697  0.238
H  -2.000  2.442  0.828  0.385
C  -0.661  -2.354  -3.949  -0.266
H  -5.770  -4.160  2.655  0.243
C  2.251  -4.817  1.359  -0.158
H  1.008  2.506  -3.013  0.239
H  3.847  1.477  0.345  0.257
H  -3.656  -3.760  3.872  0.242
H  -4.176  1.227  -2.702  0.216
H  -4.540  0.942  1.597  0.209
C  -0.047  -4.599  0.692  -0.181
H  -5.563  2.868  -0.654  0.248
H  -2.262  0.935  1.449  0.399
H  -0.295  3.243  -2.065  0.231
H  -4.317  3.133  0.551  0.211
C  -3.717  -3.557  2.811  -0.211
C  -4.504  2.722  -0.445  -0.641
H  1.818  -0.295  -4.974  0.257
H  -4.388  -0.558  0.654  0.222
H  -5.924  -3.672  0.240  0.240
H  -3.942  3.307  -1.179  0.210
H  -5.835  0.443  0.527  0.245
C  -4.995  -3.506  0.768  -0.197
C  1.136  3.412  1.072  -0.958
C  0.776  3.045  -2.097  -0.976
C  -4.907  -3.777  2.126  -0.153
H  1.310  3.995  -2.099  0.254
H  -1.672  -2.938  2.664  0.223
H  1.864  4.184  0.825  0.258
C  1.096  -0.773  -4.329  -0.267
H  -1.016  -5.048  0.508  0.227
H  3.659  0.937  -1.337  0.245
H  -5.662  0.663  -1.939  0.240
C  -4.138  1.240  -0.529  0.102
C  1.387  -2.655  0.775  -0.202
H  0.868  -6.456  1.227  0.241
H  0.212  -2.007  -5.860  0.253
H  -2.044  -3.373  -1.984  0.440

Results
* spin multiplicity: 1
* energy: -50724.8954 eV
* Kohn-Sham gap (alpha / beta): 6.68 / 6.68 eV
* HOMO (alpha / beta): -14.03 / -14.03 eV
* relative energy (zero: lowest compared OMol25 entry of this formula, charge and spin): 122.0 kJ/mol
* charge: +2

Record 2
Molecular formula: C24H36O22Rb3S
Method: DFT, ωB97M-V/def2-TZVPD

Each line ends with the Mulliken charge.
Geometry (Å):
H  -1.339  -1.865  2.555  0.187
H  -0.318  3.515  -1.867  0.265
C  3.876  3.723  -1.297  0.526
H  -4.545  -1.025  0.962  0.446
H  -3.034  -0.190  0.991  0.030
O  5.153  2.833  0.442  -0.399
O  -1.018  -0.193  -2.038  -1.056
H  0.665  0.685  2.285  0.234
C  -1.554  2.892  1.352  0.155
H  1.089  -7.287  0.061  0.366
C  -0.202  3.430  -0.783  -0.830
H  -1.850  1.978  -0.557  -1.140
C  -3.304  4.113  0.584  0.528
O  -4.284  4.776  0.614  -0.531
H  -3.647  -0.843  2.465  0.392
O  3.314  -5.593  3.455  -0.513
H  1.668  1.415  1.017  -0.916
Rb  3.130  -1.564  -2.159  1.131
C  -4.076  0.783  -1.836  0.636
H  -0.774  -2.525  1.077  -0.490
O  -6.706  -0.381  -3.678  -0.515
C  -3.547  -1.064  1.402  -1.276
C  -2.953  -4.413  2.038  0.455
H  3.691  1.718  -0.425  -0.118
C  2.360  -1.154  2.703  -1.360
H  0.292  -4.803  0.891  0.047
H  -3.330  -0.005  -1.723  -0.497
O  -3.673  -3.461  1.421  -0.459
C  1.592  1.216  2.082  1.072
O  -2.858  3.381  1.635  -0.404
H  -2.705  -2.460  -0.036  -0.105
C  3.843  2.747  -0.095  0.271
O  1.193  0.308  -1.422  -1.052
H  -2.994  3.458  -3.079  0.263
H  1.076  -6.220  -1.400  0.319
H  3.099  3.097  0.618  0.134
O  -2.551  3.883  -0.504  -0.497
H  -2.874  1.071  -3.593  0.012
C  1.671  -6.617  -0.569  -1.511
H  -4.051  1.482  -1.006  0.144
O  0.407  -1.917  -1.154  -0.787
C  2.253  -5.442  0.204  0.674
O  -3.309  -5.515  2.245  -0.522
H  3.431  4.697  -1.088  0.354
O  -4.894  0.898  -4.016  -0.427
O  -1.713  -3.930  2.370  -0.372
O  2.804  2.893  4.784  -0.534
H  2.317  2.712  -2.418  -0.216
C  2.757  0.311  2.543  0.732
H  2.463  -7.224  -1.007  0.401
H  0.565  2.705  -0.512  -0.292
C  1.332  -4.469  0.929  0.445
Rb  0.962  0.678  -4.153  1.105
C  -5.737  0.153  -3.273  0.439
C  -3.841  1.421  -3.211  1.029
H  3.276  3.807  -3.398  0.403
H  2.169  -1.622  1.722  -0.011
O  -0.501  -0.179  0.299  -0.357
O  2.985  -6.029  1.284  -0.383
H  1.462  -3.486  0.477  -0.233
O  7.129  3.636  -0.249  -0.500
H  3.585  0.432  1.839  0.195
C  2.765  -5.359  2.435  0.558
C  5.970  3.486  -0.400  0.435
H  -4.312  3.222  -4.249  0.456
H  -1.425  1.864  1.689  -0.249
H  -4.731  3.285  -2.620  0.351
C  2.526  2.123  3.929  0.509
H  3.197  -1.735  3.088  0.558
O  -5.347  0.136  -1.968  -0.411
C  3.330  3.103  -2.568  -0.842
O  5.267  3.979  -1.446  -0.396
O  3.037  0.875  3.818  -0.445
H  0.123  4.407  -0.426  0.504
O  1.704  2.363  2.892  -0.425
H  -0.781  3.469  1.864  0.428
C  -2.837  -2.363  1.044  0.948
C  -1.509  2.939  -0.177  2.111
O  1.862  -4.358  2.239  -0.267
H  2.847  -4.847  -0.506  0.028
C  -3.925  2.932  -3.268  -1.468
H  3.915  2.219  -2.844  0.361
C  -1.567  -2.638  1.823  0.769
H  1.476  -1.252  3.327  0.343
Rb  -1.042  -2.727  -3.462  1.008
S  0.028  -0.491  -1.012  1.051

Results
* spin multiplicity: 1
* energy: -83315.7488 eV
* Kohn-Sham gap: 7.25 eV
* HOMO: -12.82 eV
* charge: +1

Record 3
Molecular formula: C24H36P2ReSi
Method: DFT, ωB97M-V/def2-TZVPD

Each line ends with the natural charge from an NBO analysis.
Geometry (Å):
H  3.538  -0.976  0.186  0.268
H  -2.552  -2.721  2.532  0.261
H  -3.880  2.212  -7.554  0.238
H  -3.794  -1.261  -0.464  0.262
P  1.328  -1.881  0.427  1.058
C  -3.156  1.609  -7.016  -0.157
C  0.801  1.643  -0.626  -0.334
H  -3.903  -2.915  0.202  0.262
C  -1.506  1.527  -0.583  -0.296
H  -0.411  1.992  -2.476  0.277
H  0.988  -3.899  -0.775  0.264
P  -1.703  -2.012  0.433  1.033
C  -3.288  -2.234  -0.396  -0.960
C  -0.831  -3.647  0.357  -0.720
H  0.983  1.060  -3.660  -0.185
C  -1.095  0.326  -5.511  -0.451
C  3.675  -1.572  -7.414  -0.166
Si  0.370  -0.101  -4.313  1.372
C  1.528  -0.918  -5.650  -0.539
H  1.802  1.751  -1.016  0.279
H  2.879  -1.457  -1.407  0.256
C  -1.008  0.478  -6.934  -0.202
H  3.447  -2.715  -0.256  0.259
C  2.963  -1.737  -0.349  -0.947
C  3.620  -0.287  -6.843  -0.201
H  4.343  0.500  -7.089  0.242
C  0.395  1.361  0.735  -0.267
C  -0.379  1.717  -1.436  -0.331
H  -2.519  1.505  -0.952  0.275
H  -2.883  -0.976  2.228  0.262
C  0.685  -3.551  0.215  -0.743
C  -2.395  0.560  -4.950  -0.229
H  0.365  -1.874  -2.533  0.241
H  1.821  -0.657  2.462  0.256
H  2.516  -2.278  2.428  0.266
H  1.091  1.118  1.544  0.269
H  2.803  -3.555  -7.564  0.243
C  2.544  0.007  -5.981  -0.210
H  -1.827  1.388  -8.760  0.250
C  -2.130  -1.771  2.174  -0.955
H  2.494  0.991  -5.545  0.209
H  -0.994  -2.948  -2.301  0.265
C  1.658  -2.205  -6.229  -0.138
H  -1.127  -4.178  1.279  0.264
C  -0.640  -2.140  -2.987  -0.968
C  2.713  -2.549  -7.107  -0.209
C  -1.040  1.273  0.750  -0.289
C  1.633  -1.688  2.183  -0.963
H  -1.258  -1.489  2.774  0.252
H  -4.355  1.538  -5.181  0.237
C  -3.406  1.255  -5.668  -0.215
H  -3.160  -2.640  -1.407  0.258
H  -1.324  -1.277  -2.801  0.235
Re  -0.215  -0.194  -0.573  0.555
H  0.798  -2.053  2.787  0.254
H  -1.670  0.947  1.582  0.273
C  -1.992  1.175  -7.677  -0.205
H  -2.589  0.241  -3.915  0.186
H  -1.271  -4.215  -0.480  0.264
H  -0.761  -2.610  -3.952  0.289
H  1.194  -4.165  0.956  0.269
H  4.479  -1.788  -8.106  0.236
H  0.907  -2.979  -6.044  0.204
H  -0.106  0.102  -7.456  0.237

Results
* spin multiplicity: 4
* energy: -54038.3550 eV
* Kohn-Sham gap (alpha / beta): 5.02 / 6.47 eV
* HOMO (alpha / beta): -12.41 / -13.99 eV
* relative energy (zero: lowest compared OMol25 entry of this formula, charge and spin): 0.0 kJ/mol
* charge: +2